1 | Formula: C6H12O2
Source: OMol25
Level of theory: ωB97M-V with the def2-TZVPD basis set

Computed properties:
Kohn-Sham gap = 9.515 eV
E_HOMO = -8.8 eV
Structure (SMILES) = C=C/C=C/C=C.O.O
LUMO energy = 0.02769 Eh

Cartesian coordinates (Å):
1 C -0.24523 -1.75405 -1.77611
2 C -0.00615 -3.04036 -1.74735
3 C -0.43380 0.16259 -0.18417
4 C -0.98811 -0.80166 -0.99940
5 C -0.77859 1.66199 1.79266
6 C -1.18264 1.20561 0.60706
7 H -0.04975 -1.15883 -2.78296
8 H 0.34633 -3.68349 -2.51435
9 H -0.32370 -3.74560 -1.09774
10 H 0.68975 0.29630 0.17751
11 H -2.00981 -0.74533 -1.50851
12 H -0.11068 1.11313 2.54125
13 H -1.13252 2.59853 2.18318
14 H -1.97544 1.79765 0.08237
15 H -1.02690 4.59940 3.48162
16 H -1.26609 6.04603 2.91810
17 O -1.71182 5.13047 3.23680
18 H 4.81908 -3.43747 -1.69512
19 H 3.51437 -2.88347 -1.01362
20 O 3.87169 -3.36146 -1.70120

Results of the natural (NBO) charge analysis, in e, for atoms 1 through 2: atom 1 (C): -0.20, atom 2 (C): -0.39

=====

2 | Formula: C6H12O2
Source: OMol25
Level of theory: ωB97M-V with the def2-TZVPD basis set

Computed properties:
Kohn-Sham gap = 10.237 eV
E_HOMO = -9.2 eV
Structure (SMILES) = C[C@H]1COC[C@H](C)O1
LUMO energy = 0.03775 Eh

Cartesian coordinates (Å):
1 C -1.95285 -1.67412 -0.28195
2 C -1.08501 -0.36840 0.01163
3 C -0.39528 -0.59304 1.27158
4 C 1.54745 0.11603 0.51580
5 C 0.98759 0.54480 -0.94978
6 C 0.55786 2.01737 -1.08375
7 H -2.20417 -1.73969 -1.46850
8 H -2.82606 -1.62771 0.46161
9 H -1.11649 -2.39773 -0.02183
10 H -1.82756 0.44480 0.21288
11 H -1.10412 -0.52958 2.07803
12 H 0.06896 -1.58490 1.30904
13 H 1.98216 -0.88159 0.46228
14 H 2.51037 0.55358 0.76779
15 H 1.59704 0.06009 -1.68132
16 H -0.23292 2.12851 -1.84696
17 H 1.40110 2.68027 -1.30717
18 H 0.18828 2.76132 -0.09240
19 O 0.59363 0.31516 1.56275
20 O -0.14301 -0.33057 -1.03458

Results of the natural (NBO) charge analysis, in e, for atoms 1 through 2: atom 1 (C): -0.63, atom 2 (C): 0.06

=====

3 | Formula: C6H12O2
Source: OMol25
Level of theory: ωB97M-V with the def2-TZVPD basis set

Computed properties:
Kohn-Sham gap = 10.242 eV
E_HOMO = -9.4 eV
LUMO energy = 0.03071 Eh

Cartesian coordinates (Å):
1 C 0.59806 1.41085 -1.92770
2 C -0.06424 0.15389 0.02428
3 C 0.89698 0.94671 0.85224
4 C -1.68951 -0.34920 1.76763
5 C 0.15338 -1.22256 0.00229
6 C 0.12409 -1.97518 -1.14462
7 H 1.59557 0.74990 -2.10890
8 H 0.49845 1.48795 -2.97848
9 H 0.88958 2.19668 -1.29669
10 H 0.50091 2.02406 0.68580
11 H 1.86961 0.73199 0.44718
12 H 0.74717 0.77577 1.93520
13 H -1.06163 -1.53215 1.73922
14 H -1.40231 -0.03036 2.97211
15 H -2.99593 -0.47563 1.73996
16 H 0.40346 -1.64910 1.16874
17 H 0.52219 -3.04197 -1.10361
18 H 0.13396 -1.27513 -2.19502
19 O -0.43853 0.79465 -1.22751
20 O -1.28127 0.27882 0.64784

Results of the natural (NBO) charge analysis, in e, for atoms 1 through 2: atom 1 (C): -0.27, atom 2 (C): 0.45

=====

2 takes first place; second place is 0.0518 hartree up.

=====

1 | Formula: C4H12N3
Source: OMol25
Level of theory: ωB97M-V with the def2-TZVPD basis set

Computed properties:
Total charge = +1
Kohn-Sham gap (alpha / beta) = 8.863 / 8.864 eV
E_HOMO (alpha / beta) = -12.3 / -12.3 eV
LUMO energy (alpha / beta) = -0.12560 / -0.12561 Eh

Cartesian coordinates (Å):
1 C -1.09311 0.35407 -0.01089
2 C -1.21349 1.83105 -0.09898
3 C 2.45771 -0.61739 0.02970
4 C 1.14398 -0.50237 -0.62086
5 N -2.04158 -1.75853 0.05240
6 N -2.04826 -0.52600 -0.15666
7 N 0.09063 -0.12291 0.58872
8 H -0.44439 2.35002 -0.62896
9 H -1.01191 2.06883 0.96262
10 H -2.10433 2.30596 -0.25862
11 H 2.73174 0.37931 0.37683
12 H 2.52423 -1.39712 0.76673
13 H 3.05718 -0.81043 -0.87460
14 H 0.93132 -1.48777 -1.10294
15 H 0.86055 0.36494 -1.24542
16 H -1.35547 -2.10700 0.71992
17 H -2.80849 -0.16726 -0.75643
18 H 0.46467 0.76365 1.03019
19 H -0.14097 -0.92103 1.22724

Results of the natural (NBO) charge analysis, in e, for atoms 1 through 2: atom 1 (C): 0.18, atom 2 (C): -0.66

=====

2 | Formula: C4H12N3
Source: OMol25
Level of theory: ωB97M-V with the def2-TZVPD basis set

Computed properties:
Total charge = +1
Kohn-Sham gap = 10.038 eV
E_HOMO = -14.0 eV
LUMO energy = -0.14537 Eh

Cartesian coordinates (Å):
1 C 0.54183 -0.19532 -0.46517
2 C 1.06097 1.11638 -0.16915
3 C -3.00182 0.43203 -0.67321
4 C -1.89564 -0.04125 0.13898
5 N -0.69432 -0.49180 -0.44394
6 N -2.02989 -0.34685 1.47298
7 N 3.24082 -0.73002 0.75212
8 H 1.27886 -0.90503 -0.70108
9 H 1.90384 1.19647 -0.85769
10 H 0.31305 2.01689 -0.09222
11 H 1.52876 0.97862 0.77945
12 H -3.27436 1.47745 -0.60016
13 H -3.90260 -0.14591 -0.33944
14 H -2.74189 0.33849 -1.78501
15 H -2.98358 -0.26769 1.87996
16 H -1.14577 -0.22785 2.07772
17 H 2.94847 -1.26086 1.59157
18 H 3.49844 -1.48535 0.09488
19 H 4.21500 -0.33601 1.15297

Results of the natural (NBO) charge analysis, in e, for atoms 1 through 2: atom 1 (C): 0.27, atom 2 (C): -0.71

=====

2 takes first place; second place is 0.0965 hartree up.

=====

1 | Formula: C3H11NO
Source: OMol25
Level of theory: ωB97M-V with the def2-TZVPD basis set

Computed properties:
Kohn-Sham gap = 10.325 eV
E_HOMO = -9.4 eV
Structure (SMILES) = NCO.CC
LUMO energy = 0.03542 Eh

Cartesian coordinates (Å):
1 C 1.72992 -0.17878 2.01409
2 C 0.73372 0.33163 3.03439
3 H 2.63663 0.43221 1.99380
4 H 1.33951 -0.19034 0.99841
5 H 2.03585 -1.20715 2.19884
6 H 0.60575 1.41342 2.86998
7 H -0.26282 -0.09582 2.98268
8 H 1.09943 0.33387 4.06749
9 N -0.33298 -0.94715 -1.19631
10 C -0.99125 0.26985 -1.35629
11 O -1.40044 0.52043 -2.74022
12 H -0.83800 -1.74440 -0.85931
13 H 0.46210 -1.21773 -1.75558
14 H -1.89416 0.22955 -0.76299
15 H -0.38302 1.13445 -1.07664
16 H -1.03448 1.35581 -3.04752

Results of the natural (NBO) charge analysis, in e, for atoms 1 through 2: atom 1 (C): -0.61, atom 2 (C): -0.61

=====

2 | Formula: C3H11NO
Source: OMol25
Level of theory: ωB97M-V with the def2-TZVPD basis set

Computed properties:
Kohn-Sham gap = 8.993 eV
E_HOMO = -8.2 eV
Structure (SMILES) = CN(C)C.O
LUMO energy = 0.02812 Eh

Cartesian coordinates (Å):
1 C -0.00402 0.36850 0.57273
2 N -0.33868 -0.90352 -0.04922
3 C 0.33352 -2.03236 0.55974
4 C -1.71601 -1.12749 -0.39814
5 H 1.01207 0.64773 0.27932
6 H -0.17086 0.35228 1.65610
7 H -0.68682 1.11858 0.16843
8 H -0.14540 -2.98985 0.29946
9 H 1.37020 -2.11388 0.23834
10 H 0.31265 -2.01141 1.66448
11 H -1.76390 -1.91829 -1.13824
12 H -2.12088 -0.23239 -0.86684
13 H -2.37572 -1.35375 0.45335
14 H 1.89201 3.94367 -0.39879
15 H 1.92314 4.08407 -1.91503
16 O 2.47870 4.16812 -1.12568

Results of the natural (NBO) charge analysis, in e, for atoms 1 through 2: atom 1 (C): -0.41, atom 2 (N): -0.45

=====

1 takes first place; second place is 0.0083 hartree up.

=====

1 | Formula: C3H11NO
Source: OMol25
Level of theory: ωB97M-V with the def2-TZVPD basis set

Computed properties:
Kohn-Sham gap = 9.956 eV
E_HOMO = -9.1 eV
Structure (SMILES) = NCO.CC
LUMO energy = 0.03006 Eh

Cartesian coordinates (Å):
1 C 3.28661 -0.12708 0.60593
2 C 2.06242 -0.79302 1.16476
3 H 3.13003 0.84088 0.11265
4 H 3.96020 0.07912 1.39344
5 H 3.88283 -0.85990 -0.08360
6 H 2.09564 -1.49946 1.96472
7 H 1.38430 -1.18880 0.42220
8 H 1.50468 0.07794 1.63111
9 N -1.94875 0.80946 -0.34307
10 C -3.10604 0.15826 -0.79708
11 O -3.35183 0.20354 -2.32841
12 H -1.14261 0.81764 -1.00927
13 H -1.56619 0.65838 0.64714
14 H -3.98254 0.52864 -0.30183
15 H -3.11246 -0.88478 -0.47703
16 H -3.09630 1.17921 -2.60168

Results of the natural (NBO) charge analysis, in e, for atoms 1 through 2: atom 1 (C): -0.61, atom 2 (C): -0.61

=====

2 | Formula: C3H11NO
Source: OMol25
Level of theory: ωB97M-V with the def2-TZVPD basis set

Computed properties:
Kohn-Sham gap = 10.033 eV
E_HOMO = -9.3 eV
Structure (SMILES) = CCN.CO
LUMO energy = 0.02568 Eh

Cartesian coordinates (Å):
1 C 1.94280 -1.60310 1.15549
2 O 1.40862 -2.45267 2.14597
3 H 1.19311 -1.28330 0.42895
4 H 2.71492 -2.06345 0.55468
5 H 2.35035 -0.69643 1.61887
6 C -0.86992 2.59611 -1.30045
7 C -1.49771 1.34432 -0.69579
8 N -1.08996 0.16072 -1.45184
9 H 0.12720 2.77744 -0.91044
10 H -1.51511 3.46459 -1.17547
11 H -0.79444 2.48734 -2.37736
12 H -2.59124 1.40016 -0.69839
13 H -1.21386 1.31576 0.36468
14 H 0.51175 -2.15984 2.32165
15 H -0.12696 0.27960 -1.73556
16 H -1.15384 -0.71895 -0.96119

Results of the natural (NBO) charge analysis, in e, for atoms 1 through 2: atom 1 (C): -0.25, atom 2 (O): -0.72

=====

2 takes first place; second place is 0.0292 hartree up.

=====

1 | Formula: C5H10N
Source: OMol25
Level of theory: ωB97M-V with the def2-TZVPD basis set

Computed properties:
Total charge = +1
Kohn-Sham gap = 12.320 eV
E_HOMO = -15.5 eV
Structure (SMILES) = C[C@@]12CC[C@@H]1[NH2+]2
LUMO energy = -0.11639 Eh

Cartesian coordinates (Å):
1 C -0.26225 -0.58416 -1.66200
2 C -0.93686 -0.99659 -0.38607
3 C 0.55834 0.52343 -0.98128
4 C -0.12188 0.11338 0.32739
5 C -0.28394 1.05663 1.76460
6 N 1.34876 -0.23117 -0.05306
7 H 0.34501 -1.41523 -2.05450
8 H -0.74627 -0.19693 -2.63564
9 H -2.00151 -0.79456 -0.44275
10 H -0.64529 -2.00655 -0.09641
11 H 0.82556 1.59541 -1.09610
12 H -1.18501 1.64569 1.69909
13 H 0.56338 1.68923 1.84547
14 H -0.34562 0.29853 2.56496
15 H 1.51730 -1.19564 -0.25228
16 H 1.81358 0.43490 0.63996

Results of the natural (NBO) charge analysis, in e, for atoms 1 through 2: atom 1 (C): -0.42, atom 2 (C): -0.43

=====

2 | Formula: C5H10N
Source: OMol25
Level of theory: ωB97M-V with the def2-TZVPD basis set

Computed properties:
Total charge = +1
Kohn-Sham gap = 10.954 eV
E_HOMO = -15.4 eV
LUMO energy = -0.16285 Eh

Cartesian coordinates (Å):
1 C -1.32804 -0.68340 -0.75579
2 C 1.32094 -0.65595 0.50236
3 C 0.18031 -0.14174 -0.40968
4 C -1.04578 -0.84026 0.60539
5 C 0.03317 1.39057 0.01352
6 N 1.37596 -0.82152 -0.89145
7 H 1.86631 -0.15317 -1.46664
8 H -1.32677 -1.65725 -1.17756
9 H 1.99574 -0.01951 1.06223
10 H 1.32931 -1.66897 0.98449
11 H -2.02117 0.19364 -0.95648
12 H -1.43432 -0.16690 1.29351
13 H -0.90211 -1.91450 0.94594
14 H -0.85438 1.95268 -0.32779
15 H 0.87494 1.82434 -0.54875
16 H 0.09090 1.57218 1.08924

Results of the natural (NBO) charge analysis, in e, for atoms 1 through 2: atom 1 (C): -0.34, atom 2 (C): -0.11

=====

3 | Formula: C5H10N
Source: OMol25
Level of theory: ωB97M-V with the def2-TZVPD basis set

Computed properties:
Total charge = +1
Kohn-Sham gap (alpha / beta) = 7.047 / 7.046 eV
E_HOMO (alpha / beta) = -14.0 / -14.0 eV
LUMO energy (alpha / beta) = -0.25605 / -0.25606 Eh

Cartesian coordinates (Å):
1 C -0.22998 1.42882 0.21619
2 C -0.15938 0.05362 0.32924
3 C 2.35686 -0.11027 -0.23573
4 C -1.50161 -0.63997 0.50143
5 C 1.02720 -0.71030 0.21632
6 N -2.42404 -0.04894 -0.49756
7 H -1.23696 1.98356 0.33081
8 H 2.36549 0.61967 -0.96976
9 H 2.92959 0.15532 0.78703
10 H 2.85079 -0.85528 -0.82631
11 H -1.54448 -1.62969 0.27169
12 H -1.75502 -0.52855 1.50166
13 H 0.67392 2.10164 -0.00983
14 H 1.06352 -1.73608 0.39351
15 H -3.16138 0.53041 -0.02565
16 H -2.94837 -0.74778 -0.96664

Results of the natural (NBO) charge analysis, in e, for atoms 1 through 2: atom 1 (C): 0.00, atom 2 (C): -0.20

=====

1 takes first place; second place is 0.0189 hartree up.

=====

1 | Formula: C3H10O2
Source: OMol25
Level of theory: ωB97M-V with the def2-TZVPD basis set

Computed properties:
Kohn-Sham gap = 11.190 eV
E_HOMO = -10.4 eV
Structure (SMILES) = CC(C)O.O
LUMO energy = 0.02940 Eh

Cartesian coordinates (Å):
1 C 0.33362 0.29801 2.21232
2 C 0.44501 -0.30903 0.81808
3 C -0.89352 -0.34769 0.08495
4 O 1.40735 0.24636 -0.06176
5 H 1.24658 0.70393 2.65381
6 H -0.36358 1.14466 2.26565
7 H -0.11462 -0.44486 2.87343
8 H 0.72509 -1.35519 1.00670
9 H -1.63537 -1.01993 0.50053
10 H -1.22766 0.63868 -0.21804
11 H -0.57144 -0.83537 -0.84434
12 H 2.26188 0.17391 0.37846
13 H -0.45306 0.30870 -3.11564
14 H -0.43413 0.07257 -4.61050
15 O -0.72615 0.72524 -3.94366

Results of the natural (NBO) charge analysis, in e, for atoms 1 through 2: atom 1 (C): -0.64, atom 2 (C): 0.10

=====

2 | Formula: C3H10O2
Source: OMol25
Level of theory: ωB97M-V with the def2-TZVPD basis set

Computed properties:
Kohn-Sham gap = 10.346 eV
E_HOMO = -9.8 eV
Structure (SMILES) = C=CC.O.O
LUMO energy = 0.02055 Eh

Cartesian coordinates (Å):
1 C 0.54581 -0.84165 -0.53366
2 C 0.28341 -1.33655 0.86478
3 C -0.85124 -1.93632 1.16367
4 H 1.41891 -0.36409 -0.62216
5 H 0.36672 -1.72861 -1.21630
6 H -0.22943 -0.21503 -0.90505
7 H 1.19063 -1.51242 1.49529
8 H -1.01220 -2.31949 2.15830
9 H -1.78051 -2.05765 0.63829
10 H 0.88550 1.21740 1.15392
11 H -0.38420 1.92464 1.00503
12 O 0.32123 1.82447 0.46118
13 H 0.18854 2.19831 -2.48798
14 H -0.41002 2.54608 -1.14067
15 O -0.53315 2.60092 -2.03465

Results of the natural (NBO) charge analysis, in e, for atoms 1 through 2: atom 1 (C): -0.66, atom 2 (C): -0.20

=====

1 takes first place; second place is 0.0593 hartree up.

=====

1 | Formula: C3H10O2
Source: OMol25
Level of theory: ωB97M-V with the def2-TZVPD basis set

Computed properties:
Kohn-Sham gap = 11.076 eV
E_HOMO = -10.2 eV
Structure (SMILES) = CCCO.O
LUMO energy = 0.03081 Eh

Cartesian coordinates (Å):
1 O -1.43234 0.65715 3.38483
2 C -0.29156 0.38664 -0.17394
3 C -1.15357 1.11654 2.06959
4 C -0.63960 -0.03699 1.22290
5 H -2.30942 0.22635 3.31031
6 H 0.62241 0.99595 -0.07389
7 H -1.06935 0.99681 -0.66318
8 H -0.06765 -0.48033 -0.81800
9 H -0.32393 1.84765 2.01833
10 H -2.06208 1.61017 1.67411
11 H -1.47742 -0.76008 1.24804
12 H 0.25392 -0.54266 1.63687
13 O 3.51833 -2.30569 -4.77107
14 H 3.76354 -1.35319 -4.80022
15 H 2.66871 -2.35832 -5.26466

Results of the natural (NBO) charge analysis, in e, for atoms 1 through 2: atom 1 (O): -0.71, atom 2 (C): -0.61

=====

2 | Formula: C3H10O2
Source: OMol25
Level of theory: ωB97M-V with the def2-TZVPD basis set

Computed properties:
Kohn-Sham gap = 10.712 eV
E_HOMO = -9.9 eV
Structure (SMILES) = CC(C)O.O
LUMO energy = 0.02888 Eh

Cartesian coordinates (Å):
1 C -0.97490 -0.44178 -1.14419
2 C 0.22144 0.24718 -0.47217
3 C 0.07043 1.45846 0.40165
4 O 1.26667 0.44765 -1.45559
5 H -1.88115 0.13140 -1.29856
6 H -1.26608 -1.22743 -0.43963
7 H -0.63661 -0.91007 -2.06282
8 H 0.71978 -0.48027 0.17587
9 H -0.57342 1.26717 1.26798
10 H -0.41635 2.33035 -0.03680
11 H 1.04452 1.78114 0.77922
12 H 1.54886 1.35059 -1.44176
13 H 1.07064 -2.08308 2.02447
14 H -0.38078 -2.16218 1.53327
15 O 0.18697 -1.70915 2.16904

Results of the natural (NBO) charge analysis, in e, for atoms 1 through 2: atom 1 (C): -0.63, atom 2 (C): 0.09

=====

3 | Formula: C3H10O2
Source: OMol25
Level of theory: ωB97M-V with the def2-TZVPD basis set

Computed properties:
Kohn-Sham gap = 10.642 eV
E_HOMO = -9.8 eV
Structure (SMILES) = CC(C)O.O
LUMO energy = 0.02958 Eh

Cartesian coordinates (Å):
1 C -0.38948 0.15614 1.35159
2 C -0.98663 0.34123 -0.05867
3 C -0.74197 -0.72854 -1.10472
4 O -0.43984 1.56564 -0.61533
5 H -0.93886 0.92880 1.87757
6 H 0.67167 0.37129 1.28083
7 H -0.49391 -0.85429 1.74017
8 H -2.06504 0.52549 -0.01214
9 H 0.32268 -0.95000 -1.14441
10 H -0.99960 -0.54424 -2.13855
11 H -1.40284 -1.53555 -0.79886
12 H -0.25445 2.22426 0.05666
13 H 2.52532 -1.34564 -0.13582
14 H 2.81298 0.30140 0.04484
15 O 2.37997 -0.45599 -0.34316

Results of the natural (NBO) charge analysis, in e, for atoms 1 through 2: atom 1 (C): -0.64, atom 2 (C): 0.12

=====

2 takes first place; second place is 0.0023 hartree up.